one | This record from OMol25 describes a 2-piece molecular cluster, C22H28N2O4 overall. The level of theory is the ωB97M-V functional and the def2-TZVPD basis.

Geometry (Å):
1 C 6.85 -0.89 2.06
2 C 5.43 -0.93 2.61
3 C 5.07 -1.67 3.73
4 C 3.78 -1.65 4.21
5 C 2.77 -0.92 3.57
6 C 1.38 -0.97 4.19
7 C 0.26 -0.39 3.36
8 C 0.22 0.92 2.89
9 C -0.84 1.40 2.13
10 C -1.91 0.58 1.83
11 C -1.93 -0.71 2.30
12 C -0.85 -1.16 3.05
13 C -1.17 -2.60 3.42
14 O -0.63 -3.38 4.17
15 N -2.38 -2.93 2.73
16 C -2.98 -1.79 2.12
17 O -4.06 -1.76 1.58
18 C 3.14 -0.23 2.44
19 C 4.45 -0.20 1.96
20 H 7.52 -0.37 2.75
21 H 7.21 -1.90 1.83
22 H 6.89 -0.34 1.11
23 H 5.86 -2.26 4.20
24 H 3.58 -2.24 5.11
25 H 1.15 -2.03 4.38
26 H 1.40 -0.51 5.19
27 H 1.04 1.59 3.13
28 H -0.80 2.42 1.77
29 H -2.72 0.98 1.23
30 H -2.21 -3.69 2.08
31 H 2.41 0.34 1.87
32 H 4.66 0.39 1.08
33 C -4.06 2.76 -5.21
34 O -3.58 1.44 -5.38
35 C -2.27 1.37 -5.93
36 C -1.31 0.77 -4.93
37 N -1.09 1.68 -3.81
38 C -0.35 1.08 -2.70
39 C -1.05 -0.04 -1.92
40 O -2.19 0.39 -1.19
41 C -3.41 0.36 -1.92
42 H -5.09 2.70 -4.86
43 H -3.46 3.30 -4.47
44 H -4.04 3.31 -6.16
45 H -1.92 2.35 -6.27
46 H -2.32 0.72 -6.81
47 H -0.36 0.56 -5.42
48 H -1.74 -0.18 -4.59
49 H -1.98 2.00 -3.47
50 H -0.14 1.89 -1.99
51 H 0.61 0.71 -3.06
52 H -0.34 -0.40 -1.17
53 H -1.28 -0.91 -2.55
54 H -3.43 -0.45 -2.66
55 H -3.60 1.32 -2.40
56 H -4.21 0.18 -1.20

Its LUMO energy is -0.24 eV. As for the SMILES: Cc1ccc(Cc2cccc3c2C(=O)NC3=O)cc1.COCCNCCOC. The orbital gap comes out at 8.583 eV.

Löwdin population analysis, charges in e, atoms 1 to 8:
1 C -0.0561
2 C -0.2847
3 C -0.0502
4 C -0.0439
5 C -0.2033
6 C -0.0700
7 C -0.1435
8 C -0.0321

---

two | This record from OMol25 describes a 2-piece molecular cluster, C22H28N2O4 overall. The level of theory is the ωB97M-V functional and the def2-TZVPD basis.

Geometry (Å):
1 C 6.21 3.90 6.05
2 C 4.86 3.30 6.43
3 C 4.55 3.56 7.90
4 O 3.82 3.98 5.66
5 C 3.62 3.53 4.38
6 O 3.00 4.16 3.55
7 C 4.18 2.24 4.00
8 C 4.20 1.90 2.69
9 C 4.74 0.67 2.12
10 C 6.05 0.26 2.39
11 C 6.53 -0.94 1.90
12 C 5.72 -1.74 1.12
13 C 4.44 -1.33 0.82
14 C 3.95 -0.14 1.31
15 C 4.60 1.32 5.07
16 O 4.65 0.12 4.85
17 O 4.93 1.85 6.28
18 H 6.42 3.73 5.00
19 H 6.21 4.98 6.23
20 H 7.01 3.45 6.63
21 H 3.59 3.12 8.14
22 H 5.30 3.10 8.54
23 H 4.50 4.62 8.11
24 H 3.76 2.61 2.02
25 H 6.67 0.89 3.00
26 H 7.53 -1.25 2.14
27 H 6.09 -2.69 0.76
28 H 3.81 -1.96 0.21
29 H 2.93 0.16 1.11
30 C -1.19 1.86 -2.79
31 C -0.11 2.09 -1.74
32 C 0.12 0.89 -0.80
33 C -0.85 0.82 0.33
34 N -0.36 0.84 1.52
35 C -1.23 0.75 2.62
36 C -2.62 1.33 2.38
37 C -3.21 0.68 1.14
38 N -2.22 0.72 0.05
39 C -2.75 0.49 -1.30
40 C -2.60 1.69 -2.23
41 H -1.19 2.70 -3.51
42 H -0.93 0.98 -3.39
43 H 0.83 2.33 -2.25
44 H -0.35 2.98 -1.14
45 H 0.09 -0.04 -1.37
46 H 1.12 0.94 -0.37
47 H -1.31 -0.31 2.91
48 H -0.74 1.25 3.48
49 H -3.28 1.20 3.25
50 H -2.54 2.42 2.22
51 H -3.44 -0.38 1.33
52 H -4.14 1.16 0.82
53 H -2.25 -0.39 -1.72
54 H -3.80 0.21 -1.20
55 H -2.90 2.59 -1.69
56 H -3.31 1.60 -3.06

Its LUMO energy is -0.32 eV. As for the SMILES: CC1(C)OC(=O)C(=Cc2ccccc2)C(=O)O1.C1CCC2=NCCCN2CC1. The orbital gap comes out at 7.689 eV.

Löwdin population analysis, charges in e, atoms 1 to 8:
1 C 0.0219
2 C -0.4983
3 C 0.0169
4 O 0.0899
5 C -0.4000
6 O 0.1183
7 C -0.0455
8 C 0.1001

---

Pick two: it beats the second-best structure by 84.7 kJ/mol.